87
Properties=species:S:1:pos:R:3:forces:R:3:mulliken_charge:R:1 method="wB97M-V/def2-TZVPD" e_homo_ev="-2.479 / -2.742" lumo_ev="2.71 / 2.71" spin_multiplicity=1 e_tot_ha=-2600.76712 gap_ev="5.184 / 5.449" relative_energy_ev=0.000 charge=-1 mol_weight_da=731.60
Rh -0.2587 1.1006 0.2485 1.2998 0.8790 0.2748 -0.0170
C -1.5281 2.2795 3.3985 -0.2100 0.0517 -0.1148 -1.5261
P -0.2986 1.3287 2.4442 0.5956 -0.3386 -0.0102 1.8786
C -0.1648 -0.1478 3.5226 -0.0750 -0.0559 0.0744 -1.4688
C 1.3475 2.1018 2.8917 -0.2989 -0.1959 -0.0681 -0.5510
C 1.5925 2.6822 4.1329 0.2291 0.0233 -0.1012 -0.3786
C 2.8578 3.1602 4.4454 0.1063 -0.0114 -0.0758 -0.7813
C 3.8982 3.0436 3.5251 -0.2204 -0.0352 0.0606 -0.8171
C 3.6588 2.4585 2.2890 -0.0346 0.1491 0.2121 -0.7021
C 2.3883 2.0012 1.9615 -0.2912 -0.3377 -0.5216 -0.2179
P 2.0004 1.2313 0.2870 -0.3286 0.2191 0.9202 1.7275
C 2.8375 2.4120 -0.8231 -0.0266 -0.0649 -0.2775 -1.4365
C 3.1898 -0.1537 0.2670 0.0731 -0.1638 -0.1624 -1.5516
H -1.2962 2.3985 4.4557 0.0784 -0.0297 0.0998 0.4593
H -2.4548 1.7066 3.3085 0.0173 0.0465 0.0198 0.4420
H -1.6913 3.2547 2.9438 0.0039 0.0418 -0.0453 0.3432
H 0.0357 0.1137 4.5641 -0.0116 0.0279 0.0411 0.5069
H 0.6440 -0.7794 3.1536 0.0191 0.0008 -0.0465 0.2908
H -1.0954 -0.7089 3.4382 -0.0064 -0.0184 0.0143 0.4535
H 0.7963 2.7706 4.8613 -0.0142 -0.0093 0.0252 0.2870
H 3.0298 3.6178 5.4116 0.0573 0.0297 0.0101 0.3941
H 4.8887 3.4080 3.7629 0.0262 0.0398 0.0649 0.3888
H 4.4713 2.3814 1.5758 -0.0068 -0.0363 -0.0170 0.2751
H 3.8776 2.6117 -0.5653 0.0874 -0.0619 0.0699 0.4312
H 2.2705 3.3410 -0.8289 -0.0190 0.0167 0.0075 0.3264
H 2.8006 1.9846 -1.8290 -0.0175 0.0685 0.0210 0.3829
H 4.2001 0.1479 0.5483 0.0477 0.0680 0.0195 0.5845
H 3.1895 -0.5619 -0.7455 0.0048 -0.0134 0.0605 0.4084
H 2.8512 -0.9476 0.9328 -0.0506 0.0154 0.0358 0.2861
C -0.2398 0.8796 -3.3480 -0.0111 0.1468 0.0301 -0.7348
O -1.2703 0.4072 -2.5200 -0.2059 -0.4336 -0.2135 0.3030
C -2.5394 0.8497 -2.9221 0.0956 0.0693 -0.0200 -0.6590
C -3.6010 0.2605 -2.0233 0.0332 0.1358 -0.0507 -0.5237
O -3.5751 0.8932 -0.7705 -0.1313 0.0369 -0.0580 -0.2090
C -4.5846 0.4125 0.0779 0.0084 -0.0108 0.0711 -0.8168
H -0.4402 0.6280 -4.4002 0.0027 0.0121 -0.0187 0.3927
H 0.6807 0.3963 -3.0256 -0.0445 -0.0240 0.0423 0.0132
H -0.1286 1.9659 -3.2385 -0.0041 -0.0052 -0.0397 0.0844
H -2.7422 0.5287 -3.9599 0.0243 0.0152 0.0628 0.3283
H -2.5914 1.9499 -2.8913 -0.0156 -0.0827 0.0755 0.2507
H -3.4440 -0.8215 -1.9134 0.0607 -0.0298 -0.0157 0.1452
H -4.5844 0.4125 -2.5018 0.0255 -0.0216 0.0198 0.4980
H -5.5831 0.5751 -0.3568 0.0194 0.0097 -0.0182 0.3417
H -4.5145 0.9554 1.0185 0.0451 0.0371 -0.0104 0.1902
H -4.4557 -0.6514 0.2941 0.0291 -0.0797 -0.0050 0.2924
C -0.3575 2.8325 -0.3024 -1.3974 -0.4590 -0.5877 -0.9990
C -0.3809 4.2296 -0.0467 0.6747 0.3781 0.2854 0.9980
C -0.7248 5.1122 -1.0961 -0.0469 -0.1785 -0.1854 -0.6738
C -0.8157 6.4730 -0.9076 -0.0423 0.1876 -0.1279 -0.5262
C -0.5588 7.0480 0.3339 0.0183 -0.0847 0.0408 -0.4624
C -0.1818 6.2101 1.3793 0.0015 0.0959 0.0301 -0.8095
C -0.0823 4.8467 1.1946 -0.0086 -0.1353 0.0267 0.2416
H -0.9359 4.6764 -2.0659 -0.0247 0.0047 0.0004 0.2465
H -1.0968 7.1029 -1.7437 -0.0065 0.0311 -0.0207 0.3662
H -0.6392 8.1164 0.4795 -0.0035 0.0531 0.0021 0.3562
H 0.0564 6.6281 2.3501 -0.0001 0.0370 0.0475 0.3827
H 0.2523 4.2344 2.0173 0.0056 -0.1058 0.0763 0.3441
O -2.2914 -1.5060 1.5292 -0.0683 0.0200 0.1002 -0.7356
C -1.4610 -1.8728 0.7147 -0.0580 -0.0848 -0.0992 -0.9112
N -1.3374 -3.1916 0.3169 -0.0742 0.0284 0.1094 0.2481
C -0.3016 -3.3670 -0.6568 0.0385 0.0750 -0.1153 2.6461
C 0.1630 -1.8733 -0.7811 0.2612 -0.2058 -0.3391 -0.9195
O 1.0634 -1.5346 -1.5434 0.0157 -0.0830 0.0156 -0.5826
N -0.5332 -1.1074 0.0523 -0.2625 0.4894 0.3045 1.1966
C 0.8560 -4.2324 -0.1519 -0.0926 -0.0096 -0.0121 -0.4008
C 2.0933 -4.2155 -0.7936 -0.0571 -0.0575 0.0387 0.2062
C 3.1268 -5.0192 -0.3421 -0.0109 -0.0214 0.0431 -1.0863
C 2.9424 -5.8579 0.7499 0.0306 -0.0339 0.0151 -0.4698
C 1.7152 -5.8812 1.3924 0.0099 0.0544 -0.0447 -0.8608
C 0.6816 -5.0690 0.9447 0.0740 0.0039 -0.0015 -0.2799
C -0.8182 -3.9192 -1.9895 0.0405 0.0087 0.0825 -0.2057
C -0.1620 -3.6714 -3.1952 -0.0965 -0.0245 0.1146 0.2512
C -0.6343 -4.2222 -4.3765 -0.0611 -0.0326 0.0581 -1.1095
C -1.7612 -5.0345 -4.3745 0.0556 0.0161 -0.0438 -0.4493
C -2.4180 -5.2849 -3.1804 0.0221 0.0347 -0.0096 -0.8788
C -1.9493 -4.7275 -1.9993 -0.0048 -0.0135 -0.1031 -0.4242
H -1.9676 -3.8765 0.6876 0.0408 -0.0590 -0.0620 0.3245
H 2.2452 -3.5471 -1.6272 0.0039 0.0248 -0.0276 0.3692
H 4.0850 -4.9829 -0.8440 0.0377 -0.0142 -0.0039 0.3938
H 3.7516 -6.4845 1.1026 0.0279 -0.0067 -0.0080 0.3878
H 1.5581 -6.5217 2.2512 0.0136 -0.0152 0.0050 0.3985
H -0.2607 -5.0765 1.4739 -0.0286 0.0122 0.0011 0.2936
H 0.6938 -3.0142 -3.2003 0.0448 0.0370 0.0046 0.3550
H -0.1192 -4.0040 -5.3030 -0.0088 -0.0134 -0.0434 0.4041
H -2.1263 -5.4642 -5.2979 -0.0160 -0.0082 -0.0364 0.3932
H -3.3036 -5.9072 -3.1643 -0.0150 -0.0202 -0.0081 0.3966
H -2.4898 -4.9224 -1.0837 0.0010 -0.0057 0.0347 0.2702